Computed, not measured: a structure of composition C23H65N4O20SZn at a distorted geometry, with ωB97M-V/def2-TZVPD.

calculated total energy: -4816.3523 hartree
net charge: +1
HOMO-LUMO gap: 4.657 eV

Geometry (Å):
C 2.15233 -2.26351 2.00247
N 3.30806 -1.97350 2.96598
C 4.19751 -3.22156 3.14294
C 4.10960 -0.77745 2.36841
C 2.72581 -1.46138 4.29843
C 3.46624 -1.72797 5.57297
O 4.85795 -1.35819 5.63891
H 2.42890 -2.58028 0.99685
H 1.47872 -1.40804 2.05269
H 1.70581 -3.13155 2.48746
H 3.58284 -3.87298 3.76418
H 5.16549 -2.92585 3.54748
H 4.32742 -3.64966 2.14898
H 3.48051 0.10494 2.25122
H 4.53572 -1.08441 1.41326
H 5.01225 -0.63618 2.96287
H 1.75079 -1.92149 4.45884
H 2.49634 -0.39785 4.23265
H 3.45914 -2.74422 5.96704
H 2.83061 -1.21990 6.29818
H 4.85368 -0.41939 5.43831
Zn -2.28939 -1.17264 1.22986
S -0.49026 0.15407 -0.20006
O -0.93067 0.29214 1.20749
O -0.61885 1.46177 -0.93325
O 0.77599 -0.52448 -0.39026
O -1.54980 -0.79110 -0.54375
C -3.13809 1.57945 -2.94461
C -3.68120 0.15146 -3.03919
O -2.73237 -0.86673 -2.83689
O -2.94487 2.03964 -1.63704
H -3.75442 2.34376 -3.41796
H -2.16735 1.60798 -3.43954
H -4.11371 0.01317 -4.03010
H -4.53002 0.07573 -2.35957
H -2.33610 -0.83272 -1.96315
H -2.00004 1.94576 -1.49531
C -4.32648 1.41106 1.70098
C -3.31284 2.39491 2.42551
O -2.34588 2.85358 1.47790
O -3.64472 0.65943 0.72114
H -5.16987 1.90493 1.21842
H -4.71473 0.85538 2.55455
H -2.86903 1.93621 3.30910
H -3.80949 3.31203 2.74227
H -2.15391 2.07508 0.95000
H -3.68200 1.18807 -0.07932
C 0.82693 3.51897 3.00434
C 1.21750 2.25681 2.22813
O 0.79200 1.14067 2.88257
O -0.58822 3.58754 3.30669
H 1.18574 4.41276 2.49395
H 1.29810 3.52971 3.98718
H 2.30010 2.25252 2.10137
H 0.66421 2.33576 1.29231
H 0.05146 0.70847 2.45083
H -1.03068 3.33325 2.49357
C 1.60219 3.22233 -2.73456
C 2.24425 3.07476 -4.14279
O 3.60238 3.62221 -4.16435
O 0.26474 2.96493 -2.84264
H 1.78644 4.21022 -2.31240
H 2.02444 2.53491 -2.00157
H 1.61542 3.66021 -4.81356
H 2.34210 2.03077 -4.44045
H 4.19638 3.01880 -4.61675
H -0.01611 2.35123 -2.15991
C 3.55919 -1.97801 -1.41021
C 3.71294 -0.41313 -1.63649
O 3.14092 0.23340 -0.47342
O 2.26791 -2.40992 -1.48391
H 4.16122 -2.29263 -0.55776
H 4.02953 -2.51584 -2.23338
H 3.17020 -0.04191 -2.50582
H 4.74270 -0.07357 -1.74774
H 2.20251 0.03098 -0.47687
H 1.77036 -1.79118 -0.94428
C -0.42813 -4.42610 -1.26020
C -1.30896 -5.69464 -0.99411
O -2.38221 -5.30829 -0.16253
O 0.33669 -4.11746 -0.12739
H -1.02749 -3.54903 -1.50438
H 0.13782 -4.64707 -2.16517
H -0.86516 -6.59343 -0.56596
H -1.74426 -6.11255 -1.90183
H -2.05651 -4.73156 0.53238
H -0.17528 -3.55324 0.45667
O 0.90261 6.04267 -0.51031
C -0.20124 5.74532 -0.00257
N -0.76798 4.57405 -0.28570
C -0.77532 6.47258 1.23269
H -0.22773 4.13748 -1.01893
H -1.58040 4.26064 0.22600
H -1.29087 7.42028 1.07724
H 0.03484 6.61344 1.94815
H -1.47190 5.83834 1.78097
O -4.00475 -1.94172 0.38640
C -4.99310 -2.57364 0.05758
N -4.94345 -3.79584 -0.46415
C -6.39148 -1.93983 0.09182
H -5.72263 -4.15969 -0.99386
H -4.04603 -4.25617 -0.41099
H -7.22085 -2.62891 -0.06756
H -6.46143 -1.16076 -0.66730
H -6.53900 -1.32012 0.97629
O 0.62751 -1.76711 -5.99820
C 0.82639 -1.63814 -4.79667
N 1.16047 -2.62718 -4.02880
C 0.44264 -0.35272 -4.14561
H 1.36920 -2.54070 -3.04440
H 1.19724 -3.52214 -4.49547
H 0.66854 0.48256 -4.80846
H 1.00800 -0.26473 -3.21786
H -0.61828 -0.27715 -3.90721

These are the Mulliken partial charges, in e, on atoms 1 to 99:
1. C -1.12
2. N 0.60
3. C -0.93
4. C -0.87
5. C -0.16
6. C -1.07
7. O -0.50
8. H 0.24
9. H 0.36
10. H 0.59
11. H 0.43
12. H 0.32
13. H 0.33
14. H 0.27
15. H 0.27
16. H 0.43
17. H 0.30
18. H 0.28
19. H 0.41
20. H 0.44
21. H 0.35
22. Zn 1.24
23. S 1.57
24. O -1.53
25. O 0.43
26. O 0.79
27. O -0.50
28. C -0.19
29. C -0.34
30. O -0.65
31. O -0.63
32. H 0.46
33. H 0.08
34. H 0.55
35. H -0.09
36. H -0.02
37. H -0.07
38. C -0.42
39. C -0.81
40. O -0.64
41. O 0.08
42. H 0.36
43. H 0.46
44. H 0.21
45. H 0.49
46. H 0.32
47. H 0.09
48. C -0.76
49. C 0.53
50. O -0.47
51. O -0.61
52. H 0.15
53. H 0.55
54. H 0.45
55. H -0.58
56. H 0.19
57. H 0.36
58. C 0.28
59. C -0.52
60. O -0.58
61. O -0.63
62. H 0.40
63. H -0.10
64. H 0.23
65. H 0.21
66. H 0.32
67. H 0.13
68. C -0.49
69. C -0.26
70. O -0.64
71. O -0.64
72. H 0.08
73. H 0.52
74. H -0.04
75. H 0.49
76. H 0.04
77. H 0.52
78. C -0.14
79. C -0.59
80. O -0.62
81. O -0.34
82. H 0.15
83. H 0.22
84. H 0.28
85. H 0.40
86. H 0.24
87. H 0.18
88. O -0.68
89. C 0.81
90. N 0.06
91. C -0.95
92. H 0.02
93. H 0.00
94. H 0.36
95. H 0.27
96. H 0.16
97. O -0.64
98. C 0.49
99. N -0.24

Computed, not measured: a structure of composition C23H66BeNO11 at a distorted geometry, with ωB97M-V/def2-TZVPD.

calculated total energy: -1811.8750 hartree
net charge: +1
HOMO-LUMO gap: 5.821 eV
relative energy (zero: lowest compared OMol25 entry of this formula, charge and spin): 315.6 kcal per mole

Geometry (Å):
Be -2.51935 2.64084 2.19413
C 1.27382 0.33527 3.35451
C 0.63676 1.37417 2.36827
C 1.79890 1.74138 1.28380
C 1.97692 0.60779 0.28920
C 0.65480 0.28161 -0.32468
C -0.52696 -0.14121 0.53404
N -0.65312 0.88593 1.64493
O -1.84315 0.85750 2.47054
C -0.46495 -1.55576 1.03979
C -1.68899 -0.17107 -0.49241
C 0.45801 2.55827 3.31934
H 2.04240 0.78844 3.98064
H 1.67586 -0.45908 2.72566
H 0.43295 0.02062 3.97260
H 2.74709 1.72898 1.82127
H 1.57484 2.66004 0.74159
H 2.38399 -0.33206 0.66214
H 2.54210 1.04148 -0.53578
H 0.76963 -0.49548 -1.08036
H 0.47009 1.16768 -0.93200
H -1.43668 -1.78392 1.47772
H 0.38721 -1.81316 1.66881
H -0.29221 -2.18973 0.17011
H -1.92482 0.77396 -0.98171
H -2.63200 -0.49885 -0.05490
H -1.50653 -0.79329 -1.36857
H -0.25431 2.44180 4.13613
H 0.15576 3.44184 2.75717
H 1.37063 2.92939 3.78573
C -3.69202 -1.33481 -0.92418
C -2.78983 -2.58908 -1.15414
O -2.56694 -2.53655 -2.55421
H -4.15822 -1.41127 0.05811
H -4.45197 -1.30867 -1.70515
H -3.20587 -0.35923 -0.92762
H -3.28131 -3.51718 -0.86229
H -1.86857 -2.70067 -0.58239
H -2.17245 -3.38991 -2.74850
C -0.76699 -0.77696 -2.88606
C -0.20055 -0.27506 -4.19857
O 0.27257 -1.30483 -5.00153
H -0.19232 -1.59688 -2.45529
H -1.71250 -1.26976 -3.11250
H -0.87597 0.06529 -2.20282
H 0.56326 0.44081 -3.89490
H -0.88782 0.38356 -4.72960
H 0.85454 -0.87690 -5.63382
C -3.23604 2.53320 -2.56908
C -1.79143 2.50798 -2.06667
O -1.25920 3.72905 -2.31061
H -3.73705 1.73066 -2.02777
H -3.36026 2.23108 -3.60899
H -3.79963 3.44602 -2.37617
H -1.18523 1.67560 -2.42414
H -1.91648 2.47240 -0.98444
H -0.49030 3.86763 -1.75278
C -2.23413 -2.08747 3.67632
C -2.98958 -1.84258 2.46990
O -3.15517 -0.43799 2.38130
H -2.11694 -3.14674 3.90502
H -2.87740 -1.74688 4.48768
H -1.26234 -1.60755 3.79212
H -3.86869 -2.48223 2.39183
H -2.46401 -2.10274 1.55110
H -2.38212 -0.03763 1.97672
O -3.18093 1.68868 0.68136
H -2.83998 0.86697 0.32812
H -3.91120 1.91313 0.10468
O -1.32945 3.77581 3.19135
H -0.69053 3.66781 3.89585
H -1.90756 4.47492 3.49673
O -1.05970 2.90851 0.89942
H -0.33718 3.39496 0.50248
H -0.94793 2.01206 0.58299
O -2.21033 1.94720 3.95493
H -1.54393 1.65968 4.57899
H -2.99759 1.46333 4.20456
C 3.93586 -1.27179 -0.31663
C 5.38274 -1.54435 0.19388
C 5.34849 -2.04904 1.58795
O 5.97298 -2.42074 -0.65229
H 3.31322 -2.15821 -0.19541
H 3.96247 -0.92374 -1.34922
H 3.37098 -0.50583 0.21470
H 5.91081 -0.60613 0.02356
H 4.61048 -2.83745 1.73575
H 4.95854 -1.21007 2.16428
H 6.34011 -2.25399 1.99143
H 6.87926 -2.59941 -0.39088
C 2.85843 0.22888 -3.13512
C 2.90677 -1.32377 -2.94330
C 2.08108 -1.86132 -1.85477
O 2.52675 -1.88858 -4.11642
H 3.08862 0.61243 -2.14115
H 1.98867 0.79258 -3.47254
H 3.68306 0.55881 -3.76698
H 3.96941 -1.52177 -2.80303
H 2.48852 -2.81207 -1.51101
H 0.99925 -1.75635 -1.93664
H 2.28309 -1.35964 -0.90839
H 1.74702 -1.44859 -4.46285

These are the Mulliken partial charges, in e, on atoms 1 to 99:
1. Be -0.12
2. C -1.48
3. C 0.96
4. C -2.18
5. C 0.04
6. C 1.82
7. C 1.73
8. N 0.99
9. O 0.01
10. C -0.90
11. C 0.13
12. C -1.65
13. H 0.57
14. H 0.23
15. H 0.12
16. H 0.77
17. H 0.12
18. H 0.53
19. H -0.19
20. H -1.72
21. H -0.46
22. H -1.70
23. H 0.50
24. H 0.40
25. H -0.47
26. H 0.19
27. H 1.73
28. H 0.21
29. H 0.50
30. H 0.50
31. C -0.94
32. C -0.76
33. O -0.58
34. H 0.33
35. H 0.45
36. H 0.29
37. H 0.54
38. H 0.39
39. H 0.36
40. C 0.04
41. C -1.29
42. O -0.64
43. H 1.14
44. H 0.83
45. H -1.34
46. H 0.03
47. H 0.57
48. H 0.41
49. C -1.34
50. C 2.13
51. O -0.67
52. H 0.30
53. H 0.26
54. H 0.33
55. H -0.61
56. H -0.25
57. H 0.39
58. C -1.25
59. C -0.24
60. O -0.54
61. H 0.43
62. H 0.33
63. H 0.11
64. H 0.49
65. H 0.84
66. H 0.09
67. O -0.44
68. H 0.04
69. H 0.48
70. O -0.34
71. H 0.30
72. H 0.34
73. O -0.36
74. H 0.38
75. H -0.45
76. O -0.69
77. H 0.27
78. H 0.45
79. C -0.99
80. C 0.13
81. C -1.44
82. O -0.58
83. H 0.90
84. H -0.47
85. H 0.48
86. H 0.34
87. H 0.35
88. H 0.26
89. H 0.46
90. H 0.41
91. C -0.72
92. C -0.34
93. C 0.85
94. O -0.78
95. H 0.09
96. H 0.24
97. H 0.42
98. H 0.67
99. H 0.92